Below is a gas-phase ion, C3H6N3 (charge +1), with properties calculated with ωB97M-V with the def2-TZVPD basis set.

Structure (XYZ):
```
12
C3H6N3, DFT ωB97M-V with the def2-TZVPD basis set
C 1.68 0.26 -1.11
C 0.57 -0.70 -1.36
C -0.39 -0.47 0.75
N 1.83 0.78 0.01
N -0.30 -0.80 -0.46
N -1.63 0.08 1.24
H 2.47 0.46 -1.82
H 0.30 -1.15 -2.33
H 1.27 0.69 0.92
H -1.77 1.11 1.05
H -1.64 0.13 2.26
H -2.39 -0.38 0.86
```

Computed properties:
DFT total energy in eV: -7667.1269
Max |F| in eV/A: 4.50
Net charge: +1
E_HOMO in eV: -13.3
ΔE to the lowest compared entry with this formula, charge and spin in kcal/mol: 98.0
Kohn-Sham gap in eV: 7.593